Density functional theory data (wB97M-V/def2-TZVPD) for C3H4N2O in the gas phase in a non-equilibrium geometry.

Geometry as ORCA input:
```
! RIJCOSX wB97M-V def2-TZVPD def2/J DEFGRID3
* xyz 0 1
O -1.52541 -0.48705 1.53404
C -0.59607 -0.11428 0.64611
C -0.50580 -0.40378 -0.67161
C 0.76049 0.21212 -1.05418
N 1.20099 0.99398 0.09665
N 0.47492 0.66684 1.08258
H -1.26991 -0.11594 2.39166
H -1.20588 -0.95997 -1.28093
H 1.67453 -0.34353 -0.67957
H 0.99214 0.55162 -2.06475
*
```

## Properties
Energy above the lowest of the compared OMol25 structures with the same formula, charge and spin, kJ/mol: 261.4
SMILES: OC1=CCN=N1

Density functional theory data (wB97M-V/def2-TZVPD) for a molecular structure, C40H42BMoN4O4S2 in a non-equilibrium geometry.

Geometry as ORCA input:
```
! RIJCOSX wB97M-V def2-TZVPD def2/J DEFGRID3
* xyz 1 1
Mo 0.77759 -0.29004 -1.58505
C 3.35685 2.64348 -5.06154
N 3.72681 2.56401 -3.65024
C 4.97278 2.85502 -3.12978
C 4.88479 2.67492 -1.79353
N 3.59245 2.28977 -1.49880
B 3.07889 1.91619 -0.06083
N 3.88696 0.64194 0.39046
C 4.62788 0.53023 1.54518
C 5.08507 -0.73838 1.62932
N 4.60506 -1.40388 0.51856
C 4.82401 -2.81866 0.23129
C 3.88228 -0.54559 -0.22237
S 3.19189 -0.89361 -1.78134
C 2.90857 2.22632 -2.63678
S 1.23876 1.84782 -2.84379
H 4.26412 2.80411 -5.63601
H 2.66791 3.46747 -5.23116
H 2.88639 1.71382 -5.36988
H 5.79487 3.15631 -3.75411
H 5.62780 2.79339 -1.02466
H 1.90196 1.65155 -0.11934
H 3.32900 2.81162 0.70916
H 4.75327 1.36367 2.21386
H 5.69023 -1.22868 2.37163
H 4.76497 -3.37621 1.16215
H 5.79953 -2.96920 -0.22659
H 4.04925 -3.16185 -0.44696
C -3.39056 1.78925 2.40652
C -3.04156 0.31924 2.33815
C -3.72365 -0.50302 3.40083
O -1.63204 0.16398 2.46395
C -1.04377 0.02927 1.19664
C -2.20763 -0.43793 0.29009
O -3.36491 -0.24705 1.05594
C -2.30442 0.30337 -1.07545
O -0.90071 0.27023 -1.53242
C -2.78468 1.73369 -0.97987
C -1.93115 2.81138 -1.17706
C -2.41860 4.11334 -1.11465
C -3.76148 4.34173 -0.86646
C -4.61969 3.26261 -0.68601
C -4.13844 1.96700 -0.74543
C -3.07409 -0.47753 -2.12220
C -4.05441 -1.39337 -1.76459
C -4.77865 -2.05268 -2.75258
C -4.52282 -1.80737 -4.09240
C -3.54333 -0.88779 -4.45120
C -2.82863 -0.22118 -3.46975
C 0.15338 -0.95682 1.35973
O 0.94097 -0.96561 0.12594
C -0.35642 -2.37014 1.59962
C -0.88603 -2.69762 2.84687
C -1.40704 -3.96059 3.08261
C -1.39949 -4.92156 2.07993
C -0.86266 -4.60815 0.84123
C -0.34347 -3.34020 0.60272
C 1.12968 -0.49926 2.43034
C 1.94094 -1.43936 3.06075
C 2.83176 -1.05831 4.05282
C 2.94093 0.27857 4.41321
C 2.16175 1.22736 3.76630
C 1.25968 0.84001 2.78479
H -3.12974 2.16577 3.39615
H -4.45826 1.93818 2.24303
H -2.84271 2.35932 1.65620
H -3.33802 -0.22464 4.38229
H -3.53720 -1.56106 3.22505
H -4.79809 -0.32007 3.38497
H -0.64668 0.98856 0.84191
H -2.10087 -1.49886 0.04830
H -0.87934 2.65606 -1.36813
H -1.74232 4.94447 -1.26704
H -4.14325 5.35323 -0.82112
H -5.67291 3.43170 -0.50163
H -4.81816 1.13448 -0.61673
H -4.26830 -1.59518 -0.72157
H -5.54561 -2.76166 -2.46814
H -5.08760 -2.32466 -4.85695
H -3.34640 -0.68277 -5.49586
H -2.09185 0.52232 -3.75316
H -0.88497 -1.96021 3.63856
H -1.81460 -4.19652 4.05784
H -1.80162 -5.90863 2.26796
H -0.84368 -5.35069 0.05392
H 0.07478 -3.11894 -0.36860
H 1.85327 -2.48684 2.79691
H 3.43314 -1.80813 4.55144
H 3.62677 0.57859 5.19515
H 2.24123 2.27297 4.03425
H 0.64949 1.60187 2.31918
C 0.63825 -1.50164 -3.02644
H 1.28085 -2.35970 -3.19392
H -0.21435 -1.41831 -3.70158
*
```

## Properties
Energy above the lowest of the compared OMol25 structures with the same formula, charge and spin, kJ/mol: 25.8

Density functional theory data (wB97M-V/def2-TZVPD) for C5H12N2 in the gas phase in a non-equilibrium geometry.

Geometry as ORCA input:
```
! RIJCOSX wB97M-V def2-TZVPD def2/J DEFGRID3
* xyz 0 1
C -0.40051 -0.13495 -2.52599
N -0.45429 0.92962 -1.85919
C 0.73348 1.30652 -1.04496
C 0.83710 0.33670 0.12884
C -0.41564 -0.26721 0.74746
C 0.00918 -1.49075 1.55566
N -0.91692 0.75166 1.70277
H 0.48233 -0.42920 -3.12215
H -1.25162 -0.81134 -2.64555
H 0.42165 2.28047 -0.66603
H 1.59757 1.32859 -1.71277
H 1.57244 0.58814 0.89969
H 1.48120 -0.48033 -0.25537
H -1.17884 -0.57692 0.03690
H -0.79888 -1.70792 2.25641
H 0.84025 -1.20497 2.21586
H 0.45737 -2.31768 1.00957
H -1.75893 0.35871 2.11980
H -1.25691 1.54085 1.15904
*
```

## Properties
Energy above the lowest of the compared OMol25 structures with the same formula, charge and spin, kJ/mol: 221.3
SMILES: C=NCC[C@@H](C)N

Density functional theory data (wB97M-V/def2-TZVPD) for 3 unconnected molecules or ions with the total composition C32H57ClF7INO11P2S in a non-equilibrium geometry.

Geometry as ORCA input:
```
! RIJCOSX wB97M-V def2-TZVPD def2/J DEFGRID3
* xyz 1 1
C -0.08373 -1.98693 4.00331
C -0.90299 -1.79650 3.15105
C -1.85467 -1.47609 2.07909
C -1.05960 -1.01627 0.82868
C -1.61820 0.27035 0.17366
C -1.83838 0.25212 -1.34018
N -3.27166 -0.08222 -1.75810
C -3.26541 -1.19740 -2.76145
C -3.51109 -0.76859 -4.23054
C -3.18305 0.69078 -4.49615
O -2.17952 1.08677 -4.97115
Cl -4.44410 1.88915 -4.06540
S -4.60295 -2.42854 -2.42690
O -4.30892 -3.19830 -1.25692
O -4.68390 -3.25240 -3.59261
C -6.25910 -1.55705 -2.28697
F -6.02941 -0.25263 -2.57128
F -7.07805 -2.09310 -3.16982
C -6.87240 -1.62890 -0.87102
F -6.93684 -2.87225 -0.42739
F -6.05274 -0.88675 -0.07977
C -8.31991 -0.99759 -0.77673
F -8.44075 -0.31939 0.34590
F -8.61832 -0.25469 -1.83167
F -9.19434 -1.99867 -0.74115
C -1.91881 -1.90112 -2.46091
C -1.45097 -2.96484 -3.47267
C -1.21155 -4.29877 -2.74878
C -1.16789 -5.49738 -3.70245
C -1.02966 -0.64828 -2.27024
C 0.46924 -0.83801 -2.04904
C 1.27868 0.43899 -1.76743
C 2.78074 0.13467 -2.03459
I 0.70539 2.10900 -2.99409
H 0.71710 -2.12501 4.68871
H -2.36851 -2.41734 1.87211
H -2.55570 -0.72741 2.44707
H -0.05031 -0.78843 1.16903
H -0.95567 -1.86097 0.15357
H -1.02077 1.12514 0.47697
H -2.60491 0.43655 0.62600
H -1.72967 1.30030 -1.62257
H -3.77780 -0.44100 -0.93597
H -3.80973 0.76022 -1.99302
H -4.54924 -0.91613 -4.52192
H -2.90938 -1.35556 -4.91749
H -2.04928 -2.41502 -1.50480
H -2.17657 -3.10989 -4.27255
H -0.51811 -2.63066 -3.92826
H -0.28485 -4.19008 -2.17855
H -2.01177 -4.48326 -2.03032
H -2.18584 -5.86228 -3.83742
H -0.71236 -5.27294 -4.66420
H -0.63082 -6.30866 -3.21205
H -1.06430 -0.18787 -3.26522
H 0.68018 -1.50804 -1.21153
H 0.87842 -1.32114 -2.93535
H 1.20754 0.68983 -0.71186
H 3.39475 0.18460 -1.13956
H 3.16799 0.78955 -2.80789
H 2.88232 -0.87571 -2.43420
O -2.83132 2.43553 3.85908
P -3.03479 3.67269 4.64195
O -2.18548 3.55200 6.00954
C -0.89175 2.94628 6.01906
C 0.18895 3.88776 5.52437
O -4.54410 3.49278 5.24481
C -5.48689 2.62406 4.61705
C -5.58688 1.30270 5.35707
O -3.15785 5.24006 4.47532
C -3.27565 6.11200 5.62366
C -1.97974 6.88267 5.86317
H -0.89691 2.02462 5.43386
H -0.69550 2.66013 7.05208
H -0.07590 4.31920 4.55557
H 1.14104 3.36535 5.43060
H 0.32448 4.71788 6.21817
H -5.22939 2.46381 3.56998
H -6.45093 3.13470 4.63556
H -4.59902 0.93007 5.62715
H -6.09152 0.55135 4.74695
H -6.14574 1.42358 6.28550
H -3.58205 5.55585 6.50419
H -4.08182 6.80133 5.38136
H -1.17387 6.50310 5.24011
H -1.67613 6.82187 6.90768
H -2.10634 7.93853 5.62523
O 6.41334 0.05588 -2.20259
P 7.50549 -0.93177 -1.94132
O 8.50591 -0.05308 -0.98440
C 7.99430 0.76518 0.06263
C 7.64323 -0.03169 1.30514
O 8.32962 -0.85341 -3.35120
C 7.65884 -0.55829 -4.58025
C 7.86256 0.89194 -4.97568
O 8.07862 -2.36976 -1.56932
C 9.47848 -2.58170 -1.27416
C 9.69824 -2.82235 0.21663
H 7.12950 1.33333 -0.28436
H 8.77434 1.49133 0.29324
H 6.98981 -0.87425 1.06255
H 7.14640 0.60133 2.04093
H 8.54076 -0.44518 1.76514
H 6.59746 -0.79591 -4.51032
H 8.08495 -1.21457 -5.34038
H 7.74168 1.55211 -4.11769
H 7.15231 1.18779 -5.74894
H 8.87240 1.04702 -5.35733
H 10.08143 -1.75870 -1.64250
H 9.76076 -3.46751 -1.84035
H 8.79628 -2.61682 0.78635
H 10.50608 -2.19892 0.59841
H 9.97441 -3.85976 0.40561
*
```

Density functional theory data (wB97M-V/def2-TZVPD) for C27H39NO5 in the gas phase.

Geometry as ORCA input:
```
! RIJCOSX wB97M-V def2-TZVPD def2/J DEFGRID3
* xyz 0 1
C 1.33177 2.47000 2.11049
C 2.42240 1.72153 2.11637
C 3.52318 1.92552 3.11812
C 3.69465 0.65604 3.95454
C 3.93846 -0.54514 3.04761
C 2.81146 -0.73657 2.01800
C 1.49977 -1.07882 2.73102
C 3.21594 -1.87825 1.07255
C 2.38835 -1.99297 -0.20344
O 1.12071 -2.60478 0.04198
C 0.19616 -2.15337 -0.82282
O -0.92837 -2.56291 -0.80236
C 0.84354 -1.14546 -1.76510
C -0.05968 -0.03258 -2.30925
N -1.39470 -0.48900 -2.62345
C -2.37997 0.57285 -2.53852
C -2.43122 1.09720 -1.12546
C -2.36955 2.44450 -0.83407
C -2.35291 2.87987 0.48670
C -2.37840 1.97201 1.52946
O -2.34279 2.29422 2.85572
C -2.29290 3.65185 3.20747
C -2.44218 0.58916 1.23736
O -2.44856 -0.24192 2.31461
C -2.59354 -1.62436 2.08310
C -2.48371 0.17585 -0.08026
C -1.50744 -1.36261 -3.76123
C -1.03861 -0.79724 -5.12101
C -1.72503 -1.52272 -6.27625
O 0.36998 -0.95348 -5.19089
C 2.04252 -0.68044 -0.92028
C 1.65342 0.41165 0.07941
C 2.68907 0.56229 1.19006
H 0.51703 2.32575 1.42352
H 1.21177 3.27245 2.82013
H 3.29895 2.77461 3.76513
H 4.45979 2.13579 2.59288
H 2.79760 0.49501 4.55307
H 4.53697 0.77530 4.63962
H 4.03657 -1.45039 3.65081
H 4.88480 -0.39787 2.51890
H 0.79739 -1.55050 2.05285
H 1.03201 -0.18731 3.14039
H 1.69002 -1.77722 3.54352
H 3.15118 -2.83046 1.60189
H 4.25475 -1.73464 0.76460
H 2.92751 -2.65702 -0.89939
H 1.20921 -1.73456 -2.61666
H 0.44871 0.41182 -3.18024
H -0.17282 0.74148 -1.55202
H -3.35102 0.14336 -2.80338
H -2.17801 1.40854 -3.23310
H -2.32910 3.17444 -1.62969
H -2.30774 3.93923 0.68414
H -1.39100 4.13834 2.82010
H -3.17592 4.19517 2.85273
H -2.27242 3.67314 4.29611
H -2.54641 -2.09020 3.06612
H -3.55842 -1.84986 1.61807
H -1.79642 -2.02427 1.45091
H -2.51200 -0.86934 -0.33798
H -0.92085 -2.26113 -3.55706
H -2.55501 -1.65800 -3.84437
H -1.28732 0.27636 -5.17338
H -2.79910 -1.36506 -6.23726
H -1.52201 -2.58951 -6.21420
H -1.35768 -1.15300 -7.23357
H 0.66093 -0.74422 -6.08541
H 2.87994 -0.34437 -1.53519
H 1.57150 1.36357 -0.44747
H 0.68241 0.17786 0.51749
H 3.66652 0.73818 0.71840
*
```

## Properties
Energy above the lowest of the compared OMol25 structures with the same formula, charge and spin, kJ/mol: 15.3
SMILES: C=C1CCC[C@]2(C)C[C@H]3OC(=O)[C@@H](CN(Cc4ccc(OC)c(OC)c4)C[C@H](C)O)[C@H]3C[C@@H]12

Density functional theory data (wB97M-V/def2-TZVPD) for C9H9NO in the gas phase in a non-equilibrium geometry.

Geometry as ORCA input:
```
! RIJCOSX wB97M-V def2-TZVPD def2/J DEFGRID3
* xyz 0 1
C -0.79303 -2.54547 1.54465
C -0.37357 -1.62874 0.87638
C 0.04232 -0.53718 0.09941
C 1.56464 -0.30109 0.27503
N 1.83973 -0.46323 1.55565
O 2.26267 0.05560 -0.63694
C -0.16095 -0.95635 -1.38884
C -0.25611 0.03268 -2.27208
C -0.29085 1.43890 -1.88479
C -0.41687 1.83242 -0.61125
C -0.56851 0.80397 0.48228
H -0.97391 -3.47821 1.98962
H 1.06259 -0.35616 2.13784
H 2.76492 -0.17380 1.75482
H -0.18923 -1.96794 -1.81497
H -0.23430 -0.14077 -3.40276
H -0.20900 2.23660 -2.53649
H -0.56710 2.74176 -0.26673
H -0.14900 1.32041 1.35238
H -1.52895 0.55211 0.79273
*
```

## Properties
Energy above the lowest of the compared OMol25 structures with the same formula, charge and spin, kJ/mol: 417.9
SMILES: C#C[C@@]1(C(N)=O)C=CC=CC1

Density functional theory data (wB97M-V/def2-TZVPD) for 2 unconnected molecules or ions with the total composition C2HNO2 in a non-equilibrium geometry.

Geometry as ORCA input:
```
! RIJCOSX wB97M-V def2-TZVPD def2/J DEFGRID3
* xyz 0 1
C -0.60792 0.58891 0.38240
C 1.94901 -1.03052 -0.79170
N -1.49479 -0.14243 0.12288
O 0.26260 1.22025 0.81235
O 2.14325 -0.31251 0.05556
H -2.25215 -0.32371 -0.58149
*
```

## Properties
Energy above the lowest of the compared OMol25 structures with the same formula, charge and spin, kJ/mol: 45.6

Density functional theory data (wB97M-V/def2-TZVPD) for C3H6N2S2 in the gas phase in a non-equilibrium geometry.

Geometry as ORCA input:
```
! RIJCOSX wB97M-V def2-TZVPD def2/J DEFGRID3
* xyz 0 1
C -0.84848 -0.45757 -0.36986
C -0.20747 -1.35712 0.60030
C 0.07979 0.63050 -0.82149
N -2.04865 -0.45560 -0.75152
N 2.04326 0.89413 0.60245
S 1.34637 -2.05089 -0.20123
S 1.88560 0.16774 -0.75331
H 0.27546 -0.86921 1.55561
H -0.75404 -2.22623 0.94826
H -0.10450 0.98543 -1.87813
H 0.17517 1.49799 -0.16819
H -2.09582 0.20234 -1.41636
H 2.91396 0.86967 1.16234
*
```

## Properties
Energy above the lowest of the compared OMol25 structures with the same formula, charge and spin, kJ/mol: 274.7

| no. | calculated total energy (Ha) | HOMO energy (eV) | HOMO-LUMO gap (eV) |
| --- | --- | --- | --- |
| 1 | -301.38767 | -9.3 | 9.95 |
| 2 | -2958.74589 | -11.0 | 6.94 |
| 3 | -307.14506 | -9.0 | 9.99 |
| 4 | -4673.51513 | -11.6 | 8.65 |
| 5 | -1483.18478 | -7.8 | 8.43 |
| 6 | -478.21357 | -8.5 | 9.31 |
| 7 | -282.03774 | -11.1 | 11.94 |
| 8 | -1023.69829 | -8.7 | 8.63 |